[1]
# C4H2ClNOS

One molecule with the formula C4H2ClNOS (ωB97M-V with the def2-TZVPD basis set, the OMol25 dataset).

XYZ file:
```
10
C4H2ClNOS, DFT ωB97M-V with the def2-TZVPD basis set
C 1.34412 -0.65628 0.00717
C 0.21896 1.29967 0.00189
C -0.97440 0.66121 -0.00122
C -1.02528 -0.77564 0.00039
H 0.28672 2.38108 -0.00835
H -1.90512 1.20655 -0.01694
N 1.42793 0.61348 0.00319
O 0.22431 -1.38576 0.02212
S -2.35067 -1.71411 -0.00283
Cl 2.75343 -1.63019 -0.00542
```

Output
**Kohn-Sham gap**: 8.459 eV
**E_LUMO**: -0.71 eV
**Spin multiplicity**: 1
**Highest occupied orbital energy**: -9.167 eV
**Structure (SMILES)**: S=c1ccnc(Cl)o1
**ΔE to the lowest compared entry with this formula, charge and spin**: 67.2 kJ/mol

=====

[2]
# C36H33AuBrN3O6PSSe2

C36H33AuBrN3O6PSSe2 as an isolated structure (ωB97M-V with the def2-TZVPD basis set, the OMol25 dataset).

XYZ file:
```
84
C36H33AuBrN3O6PSSe2, DFT ωB97M-V with the def2-TZVPD basis set
Au -0.04236 -0.31659 0.76536
Se -1.78251 -2.04553 0.65433
P -3.26005 -0.45921 0.30500
Se -2.08860 1.23371 1.05973
C -4.76986 -0.76516 1.22533
C -5.83571 -1.42014 0.61427
C -6.96600 -1.72556 1.35496
C -7.03176 -1.38078 2.69699
C -5.96399 -0.73755 3.30831
C -4.83105 -0.43148 2.57605
C -3.66623 -0.22059 -1.42470
C -4.78867 0.53310 -1.76588
C -5.02144 0.84368 -3.09409
C -4.13485 0.41549 -4.07490
C -3.01250 -0.32472 -3.73408
C -2.77487 -0.64266 -2.40652
H -5.78207 -1.70219 -0.43047
H -7.79515 -2.23311 0.88180
H -7.91877 -1.61362 3.27033
H -6.01633 -0.47512 4.35577
H -3.99552 0.07202 3.04448
H -5.46840 0.88982 -1.00034
H -5.89206 1.42510 -3.36369
H -4.31643 0.66589 -5.11149
H -2.31346 -0.64472 -4.49474
H -1.89425 -1.20769 -2.13532
C 0.15137 0.70540 4.40851
O 0.86272 0.50843 3.18547
C 2.19264 0.46186 3.21160
C 2.95866 0.60752 4.34096
C 4.35298 0.57690 4.21036
Br 5.39361 0.78036 5.74890
C 4.99408 0.39088 2.98570
C 4.25737 0.22002 1.83504
C 2.81836 0.25879 1.90904
O 2.11415 0.13397 0.86749
C 4.97677 -0.03126 0.59326
N 6.28591 0.04005 0.51828
C 6.58971 -0.27116 -0.78223
C 7.83368 -0.33952 -1.42045
C 7.84664 -0.67866 -2.75173
C 6.65576 -0.94927 -3.45668
C 5.41973 -0.88603 -2.85014
C 5.41006 -0.54201 -1.50147
N 4.39182 -0.37072 -0.59788
H 0.51579 1.59397 4.92535
H 0.25155 -0.17425 5.04565
H -0.88500 0.84778 4.11712
H 2.51250 0.74474 5.31305
H 6.07154 0.35535 2.91679
H 2.00644 1.43829 -0.93253
H 8.74267 -0.13445 -0.87324
H 8.78900 -0.74311 -3.27722
H 6.71757 -1.21440 -4.50310
H 4.50943 -1.09890 -3.39441
H 3.41452 -0.54126 -0.73933
C 0.20017 -1.15283 -12.33053
C -0.00844 -0.80743 -10.88534
C 0.37670 -1.69260 -9.87928
C 0.21532 -1.36856 -8.54542
C -0.34745 -0.14489 -8.21457
C -0.75028 0.75030 -9.19288
C -0.57641 0.41119 -10.52437
S -0.53969 0.28089 -6.52210
O -1.46921 1.37548 -6.43235
O -0.77408 -0.89967 -5.73480
N 0.99644 0.78196 -6.11165
C 1.34784 0.69833 -4.69814
C 0.60969 1.71797 -3.80949
C 0.78490 1.34905 -2.36732
O 1.96897 1.71526 -1.86615
O -0.03785 0.73857 -1.72271
H 0.26348 -2.22980 -12.47544
H 1.13072 -0.71256 -12.69394
H -0.60922 -0.76704 -12.94849
H 0.80260 -2.65042 -10.14867
H 0.50285 -2.05754 -7.76342
H -1.21209 1.68521 -8.90852
H -0.89688 1.09890 -11.29621
H 1.18873 1.68667 -6.52854
H 2.42631 0.84119 -4.62159
H 1.11597 -0.31634 -4.37383
H -0.45714 1.69802 -4.02402
H 0.99760 2.72179 -3.98714
```

Output
**Kohn-Sham gap (alpha / beta)**: 3.532 / 3.536 eV
**E_LUMO (alpha / beta)**: -6.20 / -6.20 eV
**Total charge**: +1
**Spin multiplicity**: 1
**Highest occupied orbital energy (alpha / beta)**: -9.730 / -9.731 eV
**ΔE to the lowest compared entry with this formula, charge and spin**: 54.3 kJ/mol

=====

[3]
# C2H5N3

One molecule with the formula C2H5N3 (ωB97M-V with the def2-TZVPD basis set, the OMol25 dataset).

XYZ file:
```
10
C2H5N3, DFT ωB97M-V with the def2-TZVPD basis set
C 1.77791 -0.72074 -0.28775
C -1.50418 0.57003 0.14549
H 2.77703 -0.37702 -0.05953
H 1.69186 -1.77962 -0.56358
H -0.69138 -1.35487 -0.39288
H -2.55661 0.17621 0.12472
H -0.41714 1.97424 0.73691
N 0.83883 0.11413 -0.09264
N -0.48543 -0.28815 -0.28610
N -1.43089 1.68578 0.67535
```

Output
**Kohn-Sham gap**: 10.071 eV
**E_LUMO**: 0.89 eV
**Spin multiplicity**: 1
**Highest occupied orbital energy**: -9.185 eV
**Structure (SMILES)**: [H]/N=C\NN=C
**ΔE to the lowest compared entry with this formula, charge and spin**: 148.8 kJ/mol

=====

[4]
# C20H33N7O6

A 9-piece molecular cluster, C20H33N7O6 overall (ωB97M-V with the def2-TZVPD basis set, the OMol25 dataset).

XYZ file:
```
66
C20H33N7O6, DFT ωB97M-V with the def2-TZVPD basis set
C -1.29058 -0.38441 -0.39755
C 0.09494 -0.20533 -0.03669
N 1.22558 -0.09605 0.22851
H -1.84954 0.00372 0.45393
H -1.58835 -1.39206 -0.68752
H -1.64752 0.23686 -1.21895
C -1.08295 2.12198 2.44836
C -1.10563 3.25607 3.35108
N -1.24052 4.18061 4.11011
H -0.13573 2.14941 1.90973
H -1.90252 2.11693 1.72977
H -1.20945 1.20077 3.01710
C -3.61365 -3.45184 -4.18651
C -3.21221 -2.17741 -3.54801
N -2.86286 -1.22866 -2.98143
H -2.96903 -4.25816 -3.83663
H -3.51118 -3.32444 -5.26418
H -4.66113 -3.65204 -3.96112
C 1.32921 -1.45644 -3.36160
C 0.73462 -2.81282 -3.33171
N 0.15498 -3.82925 -3.20050
H 2.27140 -1.39166 -2.81737
H 0.61161 -0.80937 -2.85717
H 1.44926 -1.10005 -4.38467
C -2.97205 1.87379 -3.91357
C -1.55441 1.56635 -3.87188
N -0.41647 1.29285 -3.83305
H -3.57908 1.26083 -3.24733
H -3.35168 1.78968 -4.93185
H -3.20925 2.90638 -3.65743
C 3.69861 1.44914 2.18027
C 2.59761 0.90484 2.94774
N 1.65686 0.53376 3.50130
H 3.67225 1.04428 1.16859
H 4.67156 1.25417 2.63132
H 3.56203 2.52405 2.06186
C -5.31938 0.47033 -1.09190
C -4.17004 1.42350 -0.86488
N -3.33553 2.21119 -0.63662
H -5.72894 0.14198 -0.13663
H -5.06913 -0.37361 -1.73476
H -6.13525 1.04261 -1.53340
C 0.71351 2.96222 -1.16306
O 1.21567 3.50076 0.01174
C 2.49202 4.15413 -0.04630
O 3.19976 4.15711 -1.06769
O 2.83427 4.67273 1.11729
C 4.07142 5.27309 1.39201
H -0.26330 2.53618 -0.93408
H 1.31090 2.11516 -1.50029
H 0.57684 3.72263 -1.93196
H 3.96856 5.73025 2.37614
H 4.40827 6.08603 0.74878
H 4.89906 4.57224 1.50126
C 1.78972 -2.92165 2.00894
O 1.32106 -4.06359 2.60421
C 1.92917 -4.64799 3.62605
O 2.97638 -4.24660 4.15117
O 1.17107 -5.67491 4.07638
C 1.55851 -6.56552 5.07459
H 2.72995 -3.16786 1.51554
H 2.06432 -2.17949 2.75854
H 0.97161 -2.54340 1.39596
H 0.76225 -7.11653 5.57505
H 2.09658 -6.03490 5.86011
H 2.19596 -7.33259 4.63487
```

Output
**Kohn-Sham gap**: 10.393 eV
**E_LUMO**: 0.02 eV
**Spin multiplicity**: 1
**Highest occupied orbital energy**: -10.375 eV
**Structure (SMILES)**: COC(=O)OC.COC(=O)OC.CC#N.CC#N.CC#N.CC#N.CC#N.CC#N.CC#N
**ΔE to the lowest compared entry with this formula, charge and spin**: 136.2 kJ/mol

=====

[5]
# C34H35BrFInN3O2

C34H35BrFInN3O2 as an isolated structure (ωB97M-V with the def2-TZVPD basis set, the OMol25 dataset).

XYZ file:
```
77
C34H35BrFInN3O2, DFT ωB97M-V with the def2-TZVPD basis set
In 0.50749 -0.08200 -0.10338
O -2.98111 -0.25790 4.67072
C -3.62131 -0.81880 3.61112
C -4.82211 -1.47490 3.88742
C -5.55601 -2.06910 2.88232
C -5.11531 -1.99730 1.57092
C -3.93301 -1.34250 1.29072
C -3.15921 -0.76830 2.29232
C -1.87751 -0.06580 1.85002
O -1.45951 -0.57210 0.66912
N -0.82451 -0.18480 2.88782
N 0.32849 0.35050 2.51112
C 1.40399 0.19750 3.19762
C 2.63319 0.82810 2.84222
Br 2.69849 1.70570 1.13552
C 3.76719 0.84630 3.57092
C 3.91319 0.42210 4.94912
C 5.08279 -0.24060 5.33332
C 5.28039 -0.60820 6.64792
C 4.34289 -0.27260 7.61262
C 3.19839 0.41960 7.24962
C 2.96859 0.74590 5.92782
H -2.22781 0.27370 4.38132
H -5.15711 -1.49220 4.91222
H -6.47441 -2.58220 3.11822
H -5.68641 -2.44430 0.77192
H -3.58061 -1.25170 0.27472
H -2.07021 1.02580 1.79022
H -0.78621 -1.07590 3.38892
H 1.41489 -0.39830 4.11312
H 4.66219 1.23410 3.10102
H 5.82209 -0.47710 4.58322
H 6.17519 -1.14360 6.92162
H 4.51579 -0.53080 8.64552
H 2.49079 0.72100 8.00602
H 2.08899 1.31380 5.66032
C -1.63031 -2.63910 -1.95228
C -1.67941 -1.32690 -2.74258
C -2.95261 -1.25450 -3.58868
C -0.43551 -1.22180 -3.59188
C -0.20191 -2.19000 -4.55328
C 0.98509 -2.22880 -5.26308
C 1.97459 -1.29530 -4.99658
C 1.80629 -0.30720 -4.04198
C 2.89769 0.71700 -3.85098
C 3.41469 0.73560 -2.41378
C 2.44239 2.11370 -4.27988
C 0.56679 -0.24380 -3.35138
N 0.38969 0.77810 -2.45948
C -0.67141 1.60070 -2.57818
C -1.37411 1.76310 -3.79598
C -2.31051 2.76000 -3.94888
C -2.61191 3.62630 -2.90608
C -1.94391 3.49830 -1.69538
C -0.99051 2.52190 -1.56078
F -0.32761 2.41640 -0.36948
H -2.46691 -2.68760 -1.26008
H -0.70411 -2.69750 -1.37278
H -1.67841 -3.50040 -2.61298
H -1.71141 -0.50970 -2.01188
H -2.97581 -2.05090 -4.32768
H -3.01671 -0.29960 -4.10528
H -3.82611 -1.35800 -2.94938
H -0.95741 -2.93170 -4.75478
H 1.14599 -2.99620 -6.00538
H 2.89909 -1.33550 -5.55098
H 3.72289 0.42310 -4.50888
H 2.72889 1.27950 -1.76978
H 4.37879 1.23270 -2.37548
H 3.53819 -0.27880 -2.03658
H 1.67679 2.49130 -3.60858
H 2.04749 2.09540 -5.29268
H 3.28339 2.79880 -4.25178
H -1.09801 1.13360 -4.62958
H -2.81421 2.87110 -4.89608
H -3.34081 4.40930 -3.03058
H -2.14161 4.15420 -0.86328
```

Output
**Kohn-Sham gap (alpha / beta)**: 5.158 / 5.151 eV
**E_LUMO (alpha / beta)**: -5.31 / -5.32 eV
**Total charge**: +1
**Spin multiplicity**: 1
**Highest occupied orbital energy (alpha / beta)**: -10.468 / -10.471 eV
**ΔE to the lowest compared entry with this formula, charge and spin**: 0.0 kJ/mol

=====

Number 1: total energy -1141.973804 Ha. Number 2: total energy -10259.279555 Ha. Number 3: total energy -243.405263 Ha. Number 4: total energy -1616.513918 Ha. Number 5: total energy -4495.063511 Ha.